Molecular formula: C39H94N7O24PS6
Method: DFT, ωB97M-V/def2-TZVPD

Structure (ORCA input):
```
! wB97M-V def2-TZVPD RIJCOSX def2/J DEFGRID3
* xyz 0 1
S 5.0798 3.2202 2.1415
S 6.2686 -3.7894 7.3064
S 0.8460 4.7117 -4.0916
S 2.3135 5.3137 -10.6088
S -8.3077 2.1489 3.5374
S -2.7723 3.1458 6.5528
P -1.1943 -2.7714 2.4879
O -2.3346 2.1166 -0.0546
O -1.6827 0.2259 -0.6985
O -0.5930 -2.6459 4.0110
O 3.7397 5.3033 -10.4952
O -8.7204 0.8117 3.2435
O -3.7965 2.1500 6.6426
O 2.2610 4.6372 -3.8917
O 4.7571 2.6700 3.4250
O 7.5490 -3.2415 7.6329
O 6.4029 2.5293 1.6140
O -3.0863 4.1420 5.3638
O -7.1144 2.6571 2.9268
O 5.5787 -3.2923 6.1503
O -0.4101 -1.3650 0.2482
O -1.4040 2.7284 6.4636
O 1.6631 4.2410 -11.3006
O -1.0373 -3.1207 -1.5906
O 0.0960 4.8025 -2.7068
O -9.4973 3.1573 3.2456
O 4.0795 3.2101 1.1180
O 6.3606 -5.3663 7.2016
O 1.6561 5.4734 -9.1765
O 1.5364 -3.2520 -4.1677
O 0.2110 3.7130 -4.9043
N -5.0858 -6.4650 -4.6031
N 3.9778 -0.6691 5.5299
N -3.0827 -7.1217 -5.5494
N -3.8769 -4.8860 -5.9079
N -2.6577 0.9911 -0.0685
N 1.6165 -4.7213 -1.3895
N -0.4112 -4.0743 1.7430
C 0.8201 0.5381 3.0111
C 5.2220 -3.7143 8.7159
C 1.2792 -0.1262 4.3099
C 5.7185 4.8473 2.3167
C -4.0683 -6.1655 -5.2857
C -3.6305 2.6553 3.4612
C 0.2425 -3.3767 -3.6048
C 1.1625 3.0750 -1.2864
C 0.2009 -2.7681 -2.2042
C -2.3235 -1.3203 -2.7106
C -2.9688 4.2946 7.8692
C -2.6839 -2.0286 -4.0393
C -1.6803 -1.1549 -0.2472
C -2.9049 -3.5461 -4.0534
C 1.5636 4.2804 -8.3468
C -2.6792 -4.1602 -5.4437
C 8.4009 -5.8014 5.8793
C 5.6204 0.4747 0.4832
C 2.8832 3.8886 -7.7255
C 6.4301 1.0739 1.6105
C -3.4586 -5.3871 -1.2303
C 1.6968 -2.0943 -4.9729
C -8.2311 2.3729 5.2776
C -0.0978 3.5605 -1.9674
C -3.1746 -4.2992 -0.5463
C -0.2248 -1.3949 1.6721
C 1.7969 6.8594 -11.2681
C 2.9313 0.1171 6.2000
C 2.0731 0.8495 5.1779
C -2.7151 3.7147 4.0234
C -3.3615 -2.8919 -1.0333
C -2.0487 -2.1477 -1.4413
C 0.4321 6.3137 -4.6877
C -0.4457 -0.0295 2.3619
C 1.3665 -3.2844 -1.3539
C 3.1857 -1.8575 -5.2091
C 6.8971 -5.9237 5.9707
C -9.7230 3.5343 1.8616
C -10.4075 2.4490 1.0618
H 0.3947 -0.4556 4.8623
H 1.9178 -0.9915 4.0969
H 1.9183 2.7662 -2.0071
H -0.4854 -2.8934 -4.2639
H -3.5883 -1.5640 -4.4400
H -1.9088 -1.7794 -4.7683
H 0.3352 -1.6837 -2.2900
H -3.7646 -5.0590 -6.9034
H -0.8083 -4.9653 2.0159
H 1.1358 3.4750 -8.9441
H 0.7834 7.0513 -3.9713
H -3.3759 2.4675 2.4179
H -10.3458 4.4233 1.9353
H -2.1428 -6.8106 -5.3403
H 8.8748 -6.2195 6.7671
H -2.8513 3.7297 8.7913
H 0.6010 -4.1275 1.8136
H 5.1157 -2.6604 8.9656
H 1.5957 3.8563 -0.6624
H -4.0006 -5.3472 -2.1685
H -1.6753 3.3839 4.0429
H 4.3594 -1.3596 6.1674
H -1.7947 -4.8125 -5.4100
H 1.1481 -3.0067 -0.3308
H 2.2742 -2.7627 -1.6561
H -3.2812 -7.9634 -5.0209
H -4.0607 -2.8851 -1.8679
H -1.4643 -0.6714 -2.8908
H 3.3345 0.8235 6.9362
H 6.5855 -6.9653 6.0040
H 4.5553 0.6584 0.6139
H -3.9654 4.7231 7.8088
H -3.1560 -6.3634 -0.8730
H -0.5068 2.8111 -2.6453
H -7.9382 3.3978 5.4862
H 3.4885 -0.8731 -4.8519
H -0.0049 -4.4392 -3.5578
H 6.3948 -5.4478 5.1281
H -9.2054 2.1429 5.7002
H -7.4794 1.6757 5.6431
H -3.1321 -0.6362 -2.4492
H -0.8609 3.8038 -1.2348
H 3.7676 -2.6086 -4.6777
H 3.4367 -1.8903 -6.2683
H 3.6005 3.5526 -8.4724
H 0.9092 2.2190 -0.6589
H 1.6221 0.5133 2.2650
H 1.1668 -2.2350 -5.9236
H 5.7002 -4.2508 9.5308
H -2.8128 -4.3992 0.4707
H 8.7136 -4.7630 5.7866
H -2.2726 -4.0405 -3.3177
H 4.2600 -4.1509 8.4632
H 0.6224 1.5907 3.2407
H -9.7650 1.5797 0.9350
H -3.5326 1.7181 4.0095
H 7.4870 0.8379 1.5098
H -3.9447 -3.7632 -3.8062
H -4.6755 2.9585 3.5149
H 5.9219 0.8983 -0.4747
H 6.0951 0.7183 2.5853
H -2.4191 -1.2094 0.5557
H -2.2024 5.0597 7.7847
H -5.7267 -5.6746 -4.6084
H 8.7481 -6.3490 5.0025
H 6.1115 5.1692 1.3561
H -2.4592 -3.3965 -6.1913
H 2.2931 -0.5843 6.7479
H 3.3231 4.7299 -7.1895
H 4.7534 -0.0538 5.3034
H 2.7084 1.4679 4.5386
H 1.3565 1.4706 5.7224
H 0.7127 6.8692 -11.3316
H -8.7686 3.8258 1.4219
H 6.4906 4.8413 3.0806
H 2.7068 3.0792 -7.0165
H -10.6617 2.8409 0.0763
H 0.8349 4.5475 -7.5840
H 0.9474 6.4334 -5.6389
H 1.2396 -1.2279 -4.4802
H 0.7486 -5.2440 -1.4161
H -11.3211 2.1243 1.5592
H -1.2442 -0.0860 3.1102
H 4.8818 5.4745 2.6165
H 0.8404 -1.6395 1.7863
H -3.8344 -2.3132 -0.2359
H 2.1651 7.6519 -10.6225
H 2.2428 6.9359 -12.2574
H 0.3683 -2.5439 4.0744
H -0.7371 0.6980 1.6052
H 2.1743 -4.9722 -2.1958
H -0.6444 6.3720 -4.8210
H -2.7547 4.6302 3.4366
H 5.7869 -0.6029 0.4627
*
```

- HOMO-LUMO gap (Eh) = 0.3271
- max |F| (Eh/bohr) = 0.0129
- SMILES = [H]/N=C(/N)NCCCC[C@@](CC=C)(O[C@@H](CN)COCC)[C@H](ON=O)O[C@@H](CCCCCN)P(N)O.CCOS(C)(=O)=O.CCOS(C)(=O)=O.CCOS(C)(=O)=O.CCOS(C)(=O)=O.CCOS(C)(=O)=O.CCOS(C)(=O)=O

---

Molecular formula: C43H27F5I2N2O4P2PtSeTe
Method: DFT, ωB97M-V/def2-TZVPD

Structure (ORCA input):
```
! wB97M-V def2-TZVPD RIJCOSX def2/J DEFGRID3
* xyz 0 1
Pt 0.1573 -2.1246 -1.2283
I 2.4383 -3.3622 -1.6507
I -1.0683 -4.0737 0.0517
Te 3.2907 0.2221 2.1870
Se -1.9630 -1.4462 -2.4225
P 0.4347 -1.1000 0.9052
P 1.3974 1.3745 -0.3089
F -1.7649 -4.3646 -3.3789
F -6.5608 -3.5227 -0.9921
F -3.5515 -6.3634 -3.2176
F -5.9429 -5.9551 -2.0178
F -4.8050 -1.5038 -1.1791
O 0.5064 1.2041 -8.1809
O 1.2780 0.5224 -1.6929
O 1.3153 2.3631 -2.9909
O -1.4628 0.0666 -7.9561
N 1.0540 2.9459 5.6094
N 0.6812 -1.0403 -3.6939
C -5.3802 -3.7190 -1.5786
C -3.8453 -5.1654 -2.7180
C -2.4639 2.6189 -0.7710
C -1.5764 3.6274 1.2253
C -0.3633 3.0013 1.0020
C -1.0761 -0.4408 1.6663
C -3.1982 0.6850 3.0588
C 0.4003 -1.8690 -4.7001
C 0.5188 0.7899 -5.2472
C -5.0678 -4.9610 -2.1017
C -0.3345 0.4710 -7.6500
C 2.2471 -2.9625 1.8680
C 0.7668 0.2653 -3.9915
C 2.6861 -3.9669 2.7102
C -0.1808 2.2135 -0.1364
C -2.6248 3.4424 0.3328
C 2.5818 3.8856 -0.2983
C 0.1159 -0.0720 -6.2595
C 3.6768 4.7327 -0.3739
C -3.2188 -2.8701 -2.2711
C -4.4601 -2.6929 -1.6737
C 1.8713 0.8232 4.8553
C -3.4304 -0.0368 1.8992
C 1.9108 -4.3421 3.8001
C 0.7067 -3.7029 4.0470
C -2.3709 -0.6105 1.2025
C 0.0923 -1.4287 -5.9789
C -1.2428 2.0089 -1.0114
C 4.9389 4.2152 -0.6262
C 1.6402 0.1600 0.8868
C 1.1296 1.1863 -2.9049
C 1.2125 1.6347 5.7711
C 0.2526 -2.7122 3.1888
C -1.9034 0.8441 3.5313
C -2.9401 -4.1257 -2.8015
C 5.1126 2.8500 -0.8148
C 2.2627 2.7797 3.5473
C 1.5852 3.5006 4.5223
C 1.0214 -2.3412 2.0908
C 2.3884 1.4063 3.7068
C 2.7625 2.5159 -0.4610
C 4.0279 1.9965 -0.7285
C -0.8471 0.2967 2.8304
H 0.1672 0.4379 3.1830
H 0.3707 -2.9239 -4.4600
H 2.6872 3.2827 2.6862
H -4.0284 1.1281 3.5939
H 3.6260 -4.4622 2.5059
H -3.2880 2.4436 -1.4496
H -4.4360 -0.1521 1.5269
H 4.1576 0.9333 -0.8905
H -1.7091 4.2492 2.1010
H 3.5445 5.7983 -0.2422
H -1.1420 1.3817 -1.8861
H 0.1066 -3.9851 4.9022
H -3.5722 3.9367 0.5031
H 2.2450 -5.1388 4.4520
H -0.2062 -2.1425 -6.7345
H -1.7128 1.4008 4.4402
H 0.6459 1.8496 -5.4219
H 5.7907 4.8787 -0.6956
H -0.7018 -2.2358 3.3702
H 0.4430 3.1094 1.7185
H 1.5931 4.2916 -0.1362
H 1.4636 4.5747 4.4296
H 0.7832 1.2112 6.6726
H 1.9668 -0.2406 5.0336
H 2.8511 -2.6696 1.0252
H -2.5605 -1.1824 0.3088
H 6.0962 2.4516 -1.0241
*
```

- HOMO-LUMO gap (Eh) = 0.1532
- relative energy (zero: lowest compared OMol25 entry of this formula, charge and spin) (kJ/mol) = 16.39
- max |F| (Eh/bohr) = 0.0196

---

Molecular formula: C36H49AsFIrN3S
Method: DFT, ωB97M-V/def2-TZVPD

Structure (ORCA input):
```
! wB97M-V def2-TZVPD RIJCOSX def2/J DEFGRID3
* xyz 2 2
Ir 0.2838 -0.4029 -0.4666
As 0.5015 -4.2010 -0.9278
S 0.2776 -2.2443 -1.8532
F -1.3980 -2.1718 1.2421
N 4.8259 -0.6320 -0.7990
N -1.5608 0.1900 -0.4283
N 0.8961 1.4705 0.2010
C 1.1950 -1.1697 2.1974
C 3.5771 -1.3434 -0.8229
C 4.7812 0.8023 -0.6774
C -3.6290 -2.6995 0.8309
C 1.7148 5.5513 1.2371
C 1.6579 -1.0262 0.8847
C -0.0543 1.0552 -3.2404
C 1.2063 -4.3400 0.8403
C -2.3074 4.3380 -0.4800
C 2.9368 -1.5060 0.5629
C 0.6939 3.2951 1.7157
C -2.5526 -1.8719 0.5973
C -2.9775 1.4839 1.9031
C -4.5088 1.5084 1.9999
C 1.9538 -1.7985 3.1691
C 3.2050 -2.3032 2.8422
C 1.6594 2.2415 -0.5863
C -4.9758 -1.2647 -0.5257
C -4.8553 -2.4010 0.2598
C 1.7390 -5.1694 -2.0226
C -2.7063 3.5801 0.6010
C -1.1520 -5.1449 -1.0804
C 6.0762 -1.3124 -0.5372
C -3.8903 -0.4334 -0.7215
C -1.6639 2.3301 -1.6713
C -2.3951 2.0983 3.1846
C -2.5314 2.2000 0.6300
C -2.5281 0.8120 -3.5128
C -1.9486 1.5769 -0.5014
C 3.6856 -2.1483 1.5521
C 0.4463 1.9920 1.3495
C 1.4490 4.1195 0.8881
C -1.4022 1.7475 -3.0629
C -2.6355 -0.7097 -0.1607
C 1.9595 3.5464 -0.2754
C -1.8131 3.7065 -1.6119
H 4.1741 1.1124 0.1854
H 2.8834 -0.8030 -1.4751
H 5.9908 -2.3637 -0.8084
H 3.8059 -2.8059 3.5885
H 2.5876 4.1190 -0.9457
H 2.0396 1.7833 -1.4864
H -3.5055 1.2812 -3.3905
H -2.7300 1.5198 4.0459
H -0.0578 0.3840 -4.0996
H -5.9253 -1.0145 -0.9795
H 2.2334 -3.9799 0.8304
H 6.3720 -1.2414 0.5181
H 0.2148 -0.7909 2.4688
H 1.1868 -5.4002 1.0963
H 4.6703 -2.5283 1.3103
H -1.4188 2.6095 -3.7322
H 0.9417 5.9475 1.8924
H 5.7875 1.1938 -0.5537
H 1.3665 -5.2151 -3.0441
H -5.7082 -3.0399 0.4440
H -4.8388 0.9179 2.8557
H -3.5020 -3.5567 1.4796
H 0.2881 3.6662 2.6480
H -1.5231 -5.0035 -2.0936
H -4.8663 2.5302 2.1379
H 1.8434 -6.1783 -1.6251
H -2.7328 3.1241 3.3331
H 0.6247 -3.7682 1.5515
H -2.6530 0.4446 1.8787
H 2.7043 -4.6678 -2.0100
H -0.9647 -6.2027 -0.9000
H -1.5863 4.2950 -2.4928
H -3.9884 0.4470 -1.3400
H -2.4191 5.4148 -0.4620
H -2.4052 0.5738 -4.5699
H -1.3050 2.0982 3.1921
H 0.7847 1.7406 -3.3397
H 0.0637 0.4268 -2.3405
H -4.9841 1.1046 1.1082
H 6.8728 -0.8628 -1.1318
H 3.7540 -2.3238 -1.2729
H 1.5689 -1.8987 4.1758
H 1.7779 6.1680 0.3418
H 2.6698 5.6363 1.7608
H 4.3462 1.2459 -1.5823
H -2.5143 -0.1276 -2.9568
H -1.8816 -4.7646 -0.3727
H -0.1219 1.3311 1.9854
H -3.1568 4.0705 1.4537
*
```

- HOMO-LUMO gap (alpha / beta) (Eh) = 0.1839 / 0.1540
- relative energy (zero: lowest compared OMol25 entry of this formula, charge and spin) (kJ/mol) = 61.64
- max |F| (Eh/bohr) = 0.0358
- expectation value of S² = 0.90

---

Molecular formula: C4H8ClFN3
Method: DFT, ωB97M-V/def2-TZVPD

Structure (ORCA input):
```
! wB97M-V def2-TZVPD RIJCOSX def2/J DEFGRID3
* xyz 1 1
Cl 2.6566 -1.0507 0.2938
F 1.2357 2.0629 -0.4765
N 0.7610 -0.9826 0.2518
N 0.2124 -0.4053 1.3287
N -0.5353 1.7029 2.0875
C 0.2958 -0.2142 -0.8990
C -1.0324 -0.6328 -1.4718
C -0.1876 0.9473 1.1581
C 0.1007 1.2967 -0.3316
H -1.7281 -0.3509 -0.6681
H -1.1017 -1.7093 -1.6328
H -0.7676 1.4907 3.0527
H -1.3044 -0.2336 -2.3938
H 0.6598 -2.4909 0.0073
H 0.9791 -0.3018 -1.7598
H 0.4948 -0.9977 2.1517
H -0.7387 1.8693 -0.6982
*
```

- HOMO-LUMO gap (Eh) = 0.2968
- relative energy (zero: lowest compared OMol25 entry of this formula, charge and spin) (kJ/mol) = 339.39
- max |F| (Eh/bohr) = 0.0914